# 1
Entry from OMol25: 8 unconnected molecules or ions with the total composition C20H52O10S8 (wB97M-V/def2-TZVPD).

XYZ file:
```
90
Properties=species:S:1:pos:R:3:forces:R:3:lowdin_charge:R:1
S -3.769754 -0.629885 2.942927 1.2 0.8 3.1 0.866
S -1.864464 4.444705 2.060137 1.0 -1.1 -0.3 0.851
S -0.795864 -5.086355 -2.191973 -0.3 1.8 -1.2 0.855
S 2.165136 0.249855 -0.013133 -0.8 -0.5 -0.2 0.847
S 6.403426 2.211395 1.193447 -0.4 0.9 -1.0 0.823
S -5.916674 1.886135 -3.511233 0.9 -1.9 0.4 0.718
S 1.163886 1.231585 -3.801633 1.6 1.7 1.0 0.803
S 3.139726 -1.930365 3.940277 -2.5 1.5 0.8 0.692
O 5.874986 2.883395 2.431037 0.1 -1.2 -0.8 -0.566
O 2.933696 -0.735855 3.130157 0.5 -0.9 0.0 -0.355
O 4.426116 -2.269255 4.477007 0.2 -0.2 -0.5 -0.314
O -1.734204 -4.318495 -3.123633 1.0 -0.9 1.6 -0.582
O -3.358574 -0.077355 4.346137 -0.9 -0.8 -2.6 -0.594
O -6.371104 3.080715 -4.179683 0.2 -0.3 0.2 -0.334
O 2.755906 0.142695 -1.385293 -0.1 0.1 0.3 -0.588
O 0.221036 2.187265 -4.474233 -0.4 -1.2 -0.1 -0.566
O -0.973704 3.211435 2.286897 -1.1 1.9 -0.5 -0.570
O -6.865644 0.878265 -3.053763 0.5 0.8 -0.3 -0.350
C 2.483016 0.914175 -5.057423 -0.1 -0.6 -0.3 -0.231
C -3.670124 1.317525 -2.109173 -0.6 -0.4 -0.1 -0.239
C -3.276884 1.170945 -3.616233 -0.3 -0.7 0.5 -0.196
C -4.804294 2.294205 -2.051703 -0.8 1.3 -1.0 -0.233
C 0.865536 -3.439985 3.577387 0.5 1.6 -1.5 -0.242
C 1.898936 -1.779015 5.321137 -0.7 -1.5 -0.1 -0.163
C 0.884926 -4.498165 -2.657453 0.3 -0.2 1.0 -0.259
C 0.468066 -0.427695 -3.516153 -0.2 -0.1 -1.1 -0.248
C -2.830584 -2.231665 2.896117 0.6 0.7 -1.4 -0.246
C 0.692916 1.388945 -0.099603 0.4 -0.8 0.1 -0.220
C 6.583036 0.400965 1.355857 -0.4 -0.2 1.1 -0.269
C 2.309266 -3.360675 3.148667 2.1 -0.8 0.9 -0.236
C 5.036566 2.201805 -0.119793 0.4 -0.4 0.5 -0.241
C -2.162324 4.525495 0.258307 0.3 -0.3 -0.4 -0.257
C -0.871914 5.953285 2.145797 0.8 -0.3 0.3 -0.274
C 1.212516 -1.345905 0.138217 0.0 0.9 0.3 -0.240
C -2.776794 0.387865 1.742027 0.2 -1.5 0.7 -0.249
C 0.798266 -2.872105 5.003057 0.3 -0.3 -0.5 -0.183
C -4.529634 1.046335 -4.530823 0.0 1.6 0.5 -0.164
C -0.735244 -4.270945 -0.484863 -0.6 -0.7 -1.1 -0.242
H 2.832626 1.832795 -5.528583 -0.7 0.4 0.4 0.050
H 0.301836 -2.820015 2.880267 -0.3 0.0 0.0 0.073
H -2.678614 0.260305 -3.646513 0.1 0.1 -0.5 0.092
H 2.334716 -2.010555 6.293027 0.4 -0.2 -0.3 0.092
H 0.462876 -1.275255 -0.649903 0.0 -0.3 0.0 0.020
H 0.211096 -4.576355 -0.038453 -0.1 0.2 0.1 0.040
H -2.400764 5.490225 -0.189513 -0.2 0.2 0.6 0.057
H -2.761604 -0.128095 0.781997 -0.3 0.2 -0.2 0.038
H 4.062436 1.967215 0.309327 0.3 0.0 0.4 -0.004
H 1.881576 -2.199245 0.027427 0.2 0.3 -0.3 0.049
H -1.454884 6.789155 1.759057 -0.1 0.0 0.4 0.054
H -4.673254 0.074955 -5.003993 -0.6 -0.2 0.9 0.099
H -2.962574 3.828845 0.008557 0.1 -0.1 0.1 0.022
H 2.082026 0.293155 -5.858453 -0.1 -0.1 0.0 0.044
H -1.580154 -4.687135 0.063777 0.1 -0.1 0.0 0.036
H 0.054106 1.112845 -0.938513 0.1 0.0 -0.1 0.029
H -3.298244 -2.905455 2.178197 -0.1 -0.1 0.2 0.040
H 1.018366 -1.040615 -2.802283 0.6 0.4 -0.4 0.015
H 7.018226 -0.095245 0.488397 -0.4 0.4 -0.4 0.053
H 2.690926 -3.455795 2.132107 -0.7 0.4 -0.3 0.098
H -2.595004 -2.716835 3.843337 -0.8 0.5 0.2 0.053
H -0.891004 -3.195145 -0.565463 0.3 -0.1 -0.2 0.034
H -2.807954 1.590015 -1.500473 0.0 0.4 -0.1 0.094
H -4.048834 0.406105 -1.646603 0.2 -0.5 -0.4 0.110
H 1.245936 -4.674335 -3.670733 -0.8 0.0 -0.1 0.059
H -2.652464 2.016095 -3.905923 0.0 -0.1 0.0 0.109
H 3.415886 0.483755 -4.693293 -0.4 -0.4 0.6 0.050
H -0.530574 6.052685 3.176187 -0.6 0.3 0.2 0.050
H -5.478304 2.357415 -1.197413 0.1 -0.5 0.1 0.102
H 4.954796 3.146655 -0.657083 0.4 0.2 0.4 0.044
H 5.253626 1.431135 -0.859423 0.2 -0.1 0.1 0.037
H 0.747586 -1.451315 1.118437 -0.1 0.3 0.0 0.030
H -4.507414 1.716375 -5.390273 0.4 0.2 0.1 0.082
H -1.772314 0.320015 2.159787 0.0 0.5 0.0 0.036
H 0.467276 -4.453035 3.520537 0.1 0.1 0.1 0.121
H 0.993056 -3.811675 5.520137 -0.1 0.5 1.1 0.112
H -1.858054 -1.957035 2.487657 0.2 0.0 -0.1 0.008
H 0.127276 1.299105 0.827807 0.1 0.0 0.1 0.027
H 1.038956 2.418145 -0.195063 0.2 -0.2 -0.1 0.056
H 0.436806 -0.865135 -4.514033 -0.4 -0.5 0.2 0.052
H -3.153154 1.410055 1.702327 0.0 -0.3 0.1 0.041
H -1.242734 4.222065 -0.242083 0.1 -0.3 0.2 0.051
H 1.515176 -0.768465 5.461167 0.0 0.0 -0.8 0.100
H -0.529324 -0.344235 -3.084483 -0.1 0.4 -0.3 0.034
H 5.643786 -0.034125 1.697337 -0.2 -0.1 -0.4 0.040
H -0.238644 -2.548045 5.091937 0.2 0.2 0.8 0.105
H 0.958716 -3.447635 -2.376303 -0.1 0.1 -0.3 0.023
H 1.578226 -5.033125 -2.008413 0.1 -0.1 0.1 0.042
H -4.460724 3.313875 -2.225823 0.0 0.1 -0.2 0.094
H 2.874806 -4.142245 3.656037 0.0 -0.4 0.2 0.098
H 0.086026 5.907805 1.627737 -0.2 -0.4 -0.6 0.061
H 7.278676 0.160075 2.159697 0.2 0.6 0.2 0.046
```
Positions in Å, forces in eV/Å.

Summary:
- relative energy (zero: lowest compared OMol25 entry of this formula, charge and spin) (kcal/mol) = 47.04
- E_tot (Ha) = -4730.79393
- Kohn-Sham gap (eV) = 8.381
- net charge = 0
- LUMO energy (eV) = -0.128

---

# 2
Entry from OMol25: 6 unconnected molecules or ions with the total composition C20H53F3N4O7 (wB97M-V/def2-TZVPD).

XYZ file:
```
87
Properties=species:S:1:pos:R:3:forces:R:3:lowdin_charge:R:1
F -5.600960 1.290300 -1.057430 0.1 0.6 -1.3 0.136
F -6.140560 0.222830 0.669820 0.3 -0.7 -0.2 0.084
F -5.046630 -0.789470 -0.952970 -0.1 -0.5 -0.2 0.137
O -3.727790 2.111740 0.638670 -1.0 1.4 0.1 -0.109
O -3.187310 -2.048170 10.461340 -0.4 0.9 -0.6 -0.199
O -1.234090 -2.692980 4.205350 -1.0 -0.1 0.5 0.368
O 0.393010 -5.415770 6.673080 0.5 -1.1 -0.2 -0.196
O -9.314090 -3.901530 6.612540 0.0 0.4 0.2 -0.205
O 0.534820 2.898970 5.649430 0.6 -1.1 -0.3 -0.200
O -3.267960 0.102250 1.589090 -1.7 0.4 -2.3 -0.315
N 1.468080 -4.984700 3.941520 -1.2 -0.2 -0.4 0.026
N -6.169710 -2.477460 5.199900 1.8 0.2 -0.1 0.015
N 1.137180 1.209840 2.408770 -0.2 -0.7 -0.3 0.034
N -1.773250 -0.486190 7.450650 -0.1 -0.2 0.3 0.025
C 0.492610 -5.595900 8.065820 -0.2 0.4 0.6 -0.120
C -2.109700 0.742150 9.523490 -0.1 -0.7 0.6 -0.054
C -3.748980 0.744190 0.424080 2.0 -2.1 1.6 -0.501
C 1.402410 1.602510 3.791290 -1.8 0.0 -1.2 -0.474
C -3.021290 2.937680 -0.250320 0.7 -0.1 0.7 -0.303
C -3.009060 4.288510 0.401140 -0.5 0.4 -0.5 -0.087
C 3.098620 -4.589200 5.672420 -0.8 0.6 0.4 -0.069
C -1.996130 -0.665990 8.898600 -0.2 0.1 0.1 -0.424
C -7.540470 -2.890250 5.177200 -1.3 -0.1 0.0 -0.474
C -7.709100 -4.055880 4.168710 -0.1 1.2 0.2 -0.032
C -0.183780 3.961990 6.181600 -1.2 -0.6 -0.2 -0.120
C 2.801600 2.039520 3.862000 0.5 0.2 0.9 -0.082
C -8.038170 -3.251190 6.574660 -0.3 -0.7 0.1 -0.204
C -10.401940 -3.078520 6.154540 1.2 -0.7 -0.1 -0.086
C -3.193940 -1.621500 9.084760 1.9 -0.1 1.3 -0.181
C 0.391080 2.691840 4.259320 1.5 -0.5 -0.3 -0.192
C -4.411300 -2.623120 10.859730 0.3 -0.5 -0.2 -0.118
C 1.210260 -6.408550 6.041390 1.7 2.5 -1.4 -0.151
C 2.197580 -5.629450 5.013160 0.7 -0.8 1.1 -0.421
C -5.140270 0.338260 -0.262400 0.4 0.8 3.2 -0.565
H 3.463610 1.337020 3.355700 0.0 0.1 0.1 0.083
H 2.424400 -3.762490 5.896200 0.1 0.1 0.7 0.071
H 2.880800 -6.374750 4.605940 -0.1 -0.6 -0.1 0.126
H -2.379420 0.690470 10.578330 -0.1 0.0 0.0 0.077
H -0.079320 3.900860 7.264860 0.4 0.6 -0.1 0.089
H -7.281140 -4.976440 4.565580 0.0 0.0 0.0 0.084
H -11.324780 -3.638000 6.307680 0.1 0.0 -0.1 0.088
H -10.186380 -2.910380 5.099380 -0.7 0.4 -0.1 0.073
H 1.906660 -6.838890 6.761080 -0.2 -0.3 0.1 0.109
H 0.041240 -4.730750 8.551510 -0.2 -0.2 0.0 0.089
H -8.049570 -2.400940 7.256600 0.0 0.5 -0.1 0.116
H -4.167440 -3.241810 11.723350 -0.4 0.3 0.2 0.090
H -1.700040 -2.204970 3.522460 -0.6 0.4 -1.4 0.178
H -1.096080 -1.141470 9.288360 -0.1 -0.2 0.3 0.134
H 1.528170 -5.659130 8.400050 0.3 0.2 -0.1 0.082
H -1.152620 -2.079690 4.939410 0.3 0.5 1.3 0.159
H -4.058480 4.574560 0.471840 0.1 0.4 0.4 0.078
H -2.528650 4.244070 1.378550 -0.2 0.0 0.0 0.073
H 3.632280 -4.933230 6.558390 -0.2 -0.1 0.1 0.081
H -6.043560 -2.106940 4.268820 0.6 -0.4 -0.7 0.073
H -4.109000 -1.125290 8.761420 -0.3 -0.2 0.1 0.128
H -7.339520 -3.962550 7.015060 0.1 -0.2 -0.1 0.122
H -10.459920 -2.139610 6.705160 0.1 0.2 0.0 0.085
H -5.191080 -1.880200 11.027400 0.1 0.2 0.4 0.087
H 3.836540 -4.101800 5.035220 0.1 -0.6 -0.5 0.076
H -8.004100 -1.952610 4.870630 -1.4 -0.4 -0.5 0.132
H -3.416210 2.975300 -1.265570 -0.3 -0.1 -0.1 0.116
H -2.831820 1.375630 9.008380 -0.1 -0.1 -0.1 0.079
H 1.309480 0.740170 4.451460 -0.4 -0.3 -0.1 0.128
H 1.316670 1.927690 1.721330 0.2 0.3 0.2 0.073
H -1.124170 0.287230 7.475590 0.3 0.2 -0.8 0.056
H -3.069180 0.570370 -0.410040 0.4 -0.3 -0.6 0.117
H 2.882890 3.038350 3.433250 0.4 0.1 0.2 0.088
H 2.936640 2.005990 4.943080 1.1 0.7 0.0 0.083
H -0.396960 -3.078810 3.937110 1.2 -0.7 -0.3 0.147
H -4.812250 -3.293780 10.099760 0.1 -0.2 -0.3 0.080
H -2.650330 -0.064770 7.180040 -0.2 0.2 -0.8 0.065
H 0.689500 3.606230 3.746540 -0.2 0.3 -0.3 0.121
H -6.094680 -1.586360 5.669380 -0.1 0.1 0.9 0.069
H -8.747950 -4.197850 3.870800 0.0 -0.2 0.3 0.070
H 0.971340 -5.762610 3.531380 -0.6 0.1 -0.5 0.077
H -2.948490 -2.536390 8.545480 -0.5 0.1 -0.7 0.123
H 0.027780 -6.527450 8.388670 -0.3 0.0 0.1 0.092
H 0.218880 0.854170 2.184430 -0.3 0.0 0.4 0.060
H -2.482170 5.010330 -0.222930 0.0 0.1 0.0 0.070
H 0.048040 4.913640 5.703370 0.3 0.2 0.3 0.091
H -7.184360 -3.747030 3.264630 0.1 -0.3 -0.1 0.075
H 0.643250 -7.185940 5.529280 -0.2 0.1 0.0 0.120
H 2.087250 -4.698170 3.196800 0.4 0.2 0.0 0.082
H -0.571080 2.355750 3.872800 -0.6 0.2 0.6 0.125
H -1.235130 3.754240 5.982590 -0.5 0.3 0.0 0.084
H -1.137430 1.232840 9.478520 0.1 0.0 -0.1 0.074
H -1.971120 2.649980 -0.300000 0.2 -0.7 -0.3 0.110
```
Positions in Å, forces in eV/Å.

Summary:
- relative energy (zero: lowest compared OMol25 entry of this formula, charge and spin) (kcal/mol) = 125.77
- E_tot (Ha) = -1838.81808
- Kohn-Sham gap (eV) = 5.230
- net charge = 0
- LUMO energy (eV) = -0.928